one) {
  "formula": "C3H10N2O2",
  "method": "the ωB97M-V functional and the def2-TZVPD basis",
  "species": ["N", "C", "O", "O", "H", "H", "H", "C", "C", "N", "H", "H", "H", "H", "H", "H", "H"],
  "coordinates": [[1.240, 2.081, 1.661], [1.958, 1.553, 0.629], [2.629, 2.222, -0.117], [1.817, 0.205, 0.534], [0.855, 1.463, 2.347], [1.399, 3.057, 1.831], [1.132, 0.009, -0.161], [-1.496, -1.953, -0.123], [-1.284, -0.500, -0.511], [-0.089, -0.359, -1.388], [-0.556, -2.422, 0.150], [-2.170, -2.042, 0.719], [-1.917, -2.524, -0.949], [-2.179, -0.126, -1.014], [-1.130, 0.117, 0.374], [-0.227, 0.408, -2.033], [0.017, -1.189, -1.952]],
  "spin_multiplicity": 1,
  "smiles": "NC(=O)O.CCN",
  "gap_ev": 10.70
}


two) {
  "formula": "C3H10N2O2",
  "method": "the ωB97M-V functional and the def2-TZVPD basis",
  "species": ["C", "C", "N", "O", "N", "C", "O", "H", "H", "H", "H", "H", "H", "H", "H", "H", "H"],
  "coordinates": [[1.274, 0.658, -0.621], [0.580, 0.154, 0.636], [1.051, -1.139, 1.048], [0.593, 1.068, 1.684], [-0.964, 0.117, 0.476], [-1.591, 0.120, -0.824], [-1.194, -0.914, -1.699], [1.203, -0.076, -1.420], [0.835, 1.596, -0.952], [2.316, 0.854, -0.371], [1.004, -1.215, 2.058], [2.011, -1.303, 0.772], [-0.446, 1.362, 1.442], [-1.312, -0.650, 1.045], [-1.340, 1.051, -1.335], [-2.677, 0.086, -0.662], [-1.343, -1.767, -1.276]],
  "spin_multiplicity": 1,
  "smiles": "C[C@@](N)(O)NCO",
  "gap_ev": 10.25
}


three) {
  "formula": "C3H10N2O2",
  "method": "the ωB97M-V functional and the def2-TZVPD basis",
  "species": ["N", "C", "C", "N", "C", "O", "H", "H", "H", "H", "H", "H", "H", "H", "O", "H", "H"],
  "coordinates": [[1.236, -1.075, 1.865], [1.255, 0.137, 0.968], [0.066, 0.503, 0.068], [0.482, 1.544, -0.817], [-0.530, 2.179, -1.332], [-1.460, 2.573, -0.640], [0.882, -1.802, 1.203], [2.085, -1.429, 2.156], [1.973, -0.100, 0.277], [1.582, 0.955, 1.640], [-0.342, -0.316, -0.385], [-0.857, 0.881, 0.603], [1.440, 1.749, -1.185], [-0.722, 2.037, -2.534], [-2.624, -2.364, -0.696], [-2.382, -3.074, -1.313], [-2.084, -2.397, 0.123]],
  "spin_multiplicity": 1,
  "smiles": "NCCNC=O.O",
  "gap_ev": 10.08
}


four) {
  "formula": "C3H10N2O2",
  "method": "the ωB97M-V functional and the def2-TZVPD basis",
  "species": ["C", "C", "C", "O", "N", "H", "H", "H", "H", "H", "H", "H", "N", "O", "H", "H", "H"],
  "coordinates": [[1.771, -1.180, -0.927], [-1.505, 0.726, -0.771], [-0.060, 0.360, -0.760], [0.832, 1.308, -1.086], [0.352, -0.890, -0.725], [0.410, 2.175, -1.107], [1.917, -2.250, -0.793], [2.077, -0.898, -1.935], [2.395, -0.648, -0.204], [-2.098, -0.087, -0.363], [-1.827, 0.926, -1.801], [-1.677, 1.619, -0.166], [-0.711, -0.199, 2.808], [-0.320, -0.418, 1.477], [-0.032, -1.256, 0.289], [-1.550, 0.387, 2.784], [0.024, 0.327, 3.282]],
  "spin_multiplicity": 1,
  "gap_ev": 7.15
}


Energies relative to the most stable structure, in kcal/mol: one) 0.0; two) 36.5; three) 70.2; four) 102.8.


one) {
  "formula": "C3H10N2O2",
  "method": "the ωB97M-V functional and the def2-TZVPD basis",
  "species": ["C", "N", "C", "O", "C", "N", "H", "H", "H", "H", "H", "H", "H", "H", "O", "H", "H"],
  "coordinates": [[0.709, 2.032, 0.930], [0.317, 0.630, 0.849], [1.265, -0.270, 0.375], [2.421, 0.003, 0.142], [0.752, -1.691, 0.187], [-0.487, -1.799, -0.540], [1.727, 2.105, 1.296], [0.692, 2.505, -0.059], [-0.011, 2.549, 1.556], [-0.559, 0.443, 0.404], [0.678, -2.165, 1.173], [1.608, -2.249, -0.218], [-0.350, -1.618, -1.524], [-0.867, -2.737, -0.487], [-2.722, 1.118, -1.411], [-1.948, 0.791, -0.992], [-3.224, 0.352, -1.683]],
  "spin_multiplicity": 1,
  "smiles": "CNC(=O)CN.O",
  "gap_ev": 10.37
}


two) {
  "formula": "C3H10N2O2",
  "method": "the ωB97M-V functional and the def2-TZVPD basis",
  "species": ["N", "C", "C", "N", "C", "O", "H", "H", "H", "H", "H", "H", "H", "H", "O", "H", "H"],
  "coordinates": [[2.271, -1.670, -0.088], [1.341, -0.732, 0.543], [0.022, -0.730, -0.161], [-1.060, 0.159, 0.210], [-1.655, 0.257, 1.436], [-2.537, 1.096, 1.656], [3.148, -1.728, 0.436], [2.573, -1.223, -1.021], [1.304, -0.859, 1.711], [1.894, 0.264, 0.538], [-0.439, -1.759, 0.135], [0.175, -0.615, -1.306], [-1.576, 0.545, -0.514], [-1.052, -0.392, 2.193], [-1.693, 2.222, -1.884], [-1.488, 2.502, -2.766], [-1.227, 2.662, -1.117]],
  "spin_multiplicity": 1,
  "smiles": "NCCNC=O.O",
  "gap_ev": 10.02
}


three) {
  "formula": "C3H10N2O2",
  "method": "the ωB97M-V functional and the def2-TZVPD basis",
  "species": ["C", "C", "O", "N", "C", "N", "H", "H", "H", "H", "H", "H", "H", "H", "O", "H", "H"],
  "coordinates": [[1.721, 0.998, 1.677], [0.231, 0.927, 1.278], [-0.640, 1.502, 1.892], [-0.055, 0.036, 0.264], [-1.206, -0.817, 0.307], [-1.946, -0.866, -0.950], [1.991, 0.659, 2.676], [1.885, 2.091, 1.700], [2.168, 0.379, 0.901], [0.537, -0.160, -0.532], [-1.853, -0.575, 1.148], [-0.834, -1.861, 0.408], [-2.189, -1.779, -1.278], [-2.772, -0.284, -0.928], [0.940, 0.056, -2.559], [0.639, -0.819, -2.712], [1.382, 0.511, -3.291]],
  "spin_multiplicity": 1,
  "smiles": "CC(=O)NCN.O",
  "gap_ev": 9.79
}


Energies relative to the most stable structure, in kcal/mol: one) 0.0; two) 27.4; three) 9.7.


one) {
  "formula": "C5H12N2O",
  "method": "the ωB97M-V functional and the def2-TZVPD basis",
  "species": ["C", "C", "C", "C", "C", "O", "N", "N", "H", "H", "H", "H", "H", "H", "H", "H", "H", "H", "H", "H"],
  "coordinates": [[0.797, -0.697, 1.818], [-0.396, -0.125, 1.024], [-0.257, -0.184, -0.516], [0.172, -1.655, -1.002], [-1.471, 0.333, -1.265], [-2.255, 1.129, -0.796], [0.616, 1.007, -0.813], [0.421, 2.255, -0.161], [0.918, -1.708, 1.745], [0.838, -0.246, 2.722], [1.641, -0.162, 1.358], [-0.729, 0.921, 1.203], [-1.157, -0.679, 1.412], [1.041, -2.001, -0.439], [0.594, -1.508, -2.032], [-0.622, -2.321, -0.907], [-1.459, 0.121, -2.323], [0.650, 0.978, -1.811], [-0.505, 2.343, 0.266], [1.162, 2.200, 0.518]],
  "spin_multiplicity": 1,
  "smiles": "CC[C@@](C)(C=O)NN",
  "gap_ev": 9.81
}


two) {
  "formula": "C5H12N2O",
  "method": "the ωB97M-V functional and the def2-TZVPD basis",
  "species": ["C", "C", "C", "N", "C", "C", "N", "O", "H", "H", "H", "H", "H", "H", "H", "H", "H", "H", "H", "H"],
  "coordinates": [[-1.500, 0.817, 1.049], [-0.448, -0.085, 0.440], [0.910, -0.143, 1.161], [1.600, 1.122, 1.280], [-0.596, -0.410, -1.121], [0.232, -1.511, -1.743], [-0.060, 0.944, -1.228], [1.118, 1.045, -1.650], [-2.480, 0.667, 0.599], [-1.223, 1.854, 0.868], [-1.578, 0.644, 2.121], [-0.865, -1.173, 0.436], [0.726, -0.520, 2.173], [1.572, -0.838, 0.644], [1.018, 1.826, 1.715], [1.891, 1.458, 0.369], [-1.655, -0.383, -1.386], [1.273, -1.471, -1.422], [-0.178, -2.486, -1.481], [0.241, -1.360, -2.823]],
  "spin_multiplicity": 1,
  "smiles": "C[C@H](CN)[C@H](C)N=O",
  "gap_ev": 9.21
}


three) {
  "formula": "C5H12N2O",
  "method": "the ωB97M-V functional and the def2-TZVPD basis",
  "species": ["C", "C", "N", "C", "O", "C", "C", "N", "H", "H", "H", "H", "H", "H", "H", "H", "H", "H", "H", "H"],
  "coordinates": [[-1.690, 1.705, -0.470], [-0.286, 1.397, 0.046], [0.405, 0.374, -0.785], [0.107, -0.031, -2.070], [0.446, -1.116, -2.489], [1.142, -0.628, 0.026], [0.357, -1.636, 0.863], [0.520, -1.490, 2.317], [-2.321, 0.806, -0.436], [-1.723, 1.674, -1.571], [-2.120, 2.635, -0.088], [0.396, 2.251, -0.043], [-0.344, 1.105, 1.094], [-0.381, 0.650, -2.806], [1.905, -1.108, -0.554], [1.769, 0.036, 0.655], [-0.686, -1.716, 0.588], [0.853, -2.567, 0.565], [0.242, -0.538, 2.496], [1.411, -1.804, 2.660]],
  "spin_multiplicity": 1,
  "smiles": "CCN(C=O)CCN",
  "gap_ev": 9.91
}


Energies relative to the most stable structure, in kcal/mol: one) 42.9; two) 63.7; three) 0.0.


one) {
  "formula": "C5H12N2O",
  "method": "the ωB97M-V functional and the def2-TZVPD basis",
  "species": ["C", "N", "C", "C", "C", "N", "C", "O", "H", "H", "H", "H", "H", "H", "H", "H", "H", "H", "H", "H"],
  "coordinates": [[-1.684, -1.754, 1.617], [-1.275, -0.782, 0.541], [0.061, -1.146, 0.207], [0.397, -0.290, -1.001], [1.168, 1.095, -0.584], [0.373, 1.657, 0.592], [1.339, 1.956, -1.826], [2.154, 1.578, -2.608], [-1.939, -1.276, 2.513], [-1.040, -2.606, 1.833], [-2.630, -2.194, 1.343], [-1.379, 0.167, 0.785], [1.040, -1.061, 0.866], [0.060, -2.204, -0.090], [-0.611, -0.221, -1.488], [1.093, -0.596, -1.809], [2.207, 0.800, -0.195], [-0.582, 1.567, 0.386], [0.639, 2.545, 0.768], [0.607, 2.765, -1.847]],
  "spin_multiplicity": 1,
  "smiles": "CNCC[C@H](N)C=O",
  "gap_ev": 9.92
}


two) {
  "formula": "C5H12N2O",
  "method": "the ωB97M-V functional and the def2-TZVPD basis",
  "species": ["C", "C", "C", "C", "C", "N", "N", "O", "H", "H", "H", "H", "H", "H", "H", "H", "H", "H", "H", "H"],
  "coordinates": [[1.465, 0.735, -1.452], [-1.037, 0.838, -1.203], [0.483, 1.715, 0.601], [-1.090, -2.320, 1.792], [0.255, 0.749, -0.554], [-0.854, -1.180, 0.913], [0.144, -1.128, 0.135], [1.069, -1.871, -0.059], [2.350, 0.505, -0.791], [1.441, 0.003, -2.215], [1.627, 1.813, -1.905], [-1.576, 0.160, -0.556], [-1.041, 0.312, -2.211], [-1.473, 1.839, -1.357], [-0.243, 1.619, 1.444], [1.451, 1.471, 1.025], [0.319, 2.754, 0.203], [-1.347, -3.223, 1.242], [-1.735, -2.169, 2.640], [-0.207, -2.623, 2.309]],
  "spin_multiplicity": 1,
  "gap_ev": 9.92
}


Energies relative to the most stable structure, in kcal/mol: one) 0.0; two) 37.6.


one) {
  "formula": "C4H12O2",
  "method": "the ωB97M-V functional and the def2-TZVPD basis",
  "species": ["C", "C", "C", "C", "O", "H", "H", "H", "H", "H", "H", "H", "H", "H", "H", "O", "H", "H"],
  "coordinates": [[0.769, 1.972, -0.435], [0.563, 0.535, -0.923], [-0.854, 0.058, -0.512], [-0.854, -1.542, -0.328], [-1.506, -1.651, 0.947], [-0.066, 2.728, -0.678], [1.730, 2.409, -0.755], [0.907, 2.095, 0.714], [0.584, 0.306, -2.002], [1.409, -0.090, -0.506], [-1.206, 0.496, 0.438], [-1.637, 0.342, -1.317], [0.023, -2.169, -0.271], [-1.443, -2.100, -1.070], [-2.254, -2.232, 0.792], [1.633, -0.237, 1.931], [1.319, -0.974, 2.446], [0.882, 0.053, 1.529]],
  "spin_multiplicity": 1,
  "smiles": "CCCCO.O",
  "gap_ev": 10.97
}


two) {
  "formula": "C4H12O2",
  "method": "the ωB97M-V functional and the def2-TZVPD basis",
  "species": ["C", "C", "C", "C", "H", "H", "H", "H", "H", "H", "H", "H", "O", "H", "H", "O", "H", "H"],
  "coordinates": [[0.453, -1.442, -1.222], [0.453, -0.172, -0.405], [1.389, 0.770, -0.372], [1.181, 2.097, 0.322], [-0.508, -1.948, -1.174], [0.817, -1.192, -2.220], [1.089, -2.217, -0.779], [-0.515, 0.115, 0.003], [2.407, 0.581, -0.715], [0.176, 2.482, 0.191], [1.903, 2.828, -0.029], [1.312, 1.996, 1.404], [-1.292, -2.066, 4.514], [-2.084, -1.728, 4.089], [-0.566, -1.841, 3.926], [-1.693, 0.527, -2.322], [-2.426, -0.091, -2.473], [-2.095, 1.304, -2.738]],
  "spin_multiplicity": 1,
  "smiles": "C/C=C/C.O.O",
  "gap_ev": 9.42
}


Energies relative to the most stable structure, in kcal/mol: one) 8.1; two) 0.0.


one) {
  "formula": "C4H12O2",
  "method": "the ωB97M-V functional and the def2-TZVPD basis",
  "species": ["C", "C", "C", "C", "H", "H", "H", "H", "H", "H", "H", "H", "O", "H", "H", "O", "H", "H"],
  "coordinates": [[-0.857, 0.419, -0.474], [0.088, -0.575, -0.481], [0.581, -1.039, -1.766], [0.746, -1.115, 0.691], [-1.585, 0.496, 0.493], [-0.823, 1.163, -1.256], [-0.028, -0.706, -2.515], [1.653, -0.659, -1.908], [0.600, -2.152, -1.912], [0.472, -0.597, 1.598], [0.388, -2.102, 0.885], [1.789, -1.314, 0.543], [3.381, -2.400, 4.003], [4.310, -1.892, 3.768], [2.749, -1.753, 3.600], [-4.104, 4.216, -2.304], [-3.817, 4.980, -2.786], [-3.275, 3.860, -1.920]],
  "spin_multiplicity": 1,
  "smiles": "C=C(C)C.O.O",
  "gap_ev": 9.24
}


two) {
  "formula": "C4H12O2",
  "method": "the ωB97M-V functional and the def2-TZVPD basis",
  "species": ["C", "C", "C", "C", "H", "H", "H", "H", "H", "H", "H", "H", "O", "H", "H", "O", "H", "H"],
  "coordinates": [[0.321, 1.743, 0.109], [-0.529, 0.777, 0.424], [-1.160, 0.722, 1.793], [-0.878, -0.295, -0.576], [0.706, 1.802, -0.887], [0.692, 2.438, 0.852], [-0.538, 1.263, 2.499], [-1.260, -0.321, 2.082], [-2.138, 1.207, 1.753], [-0.614, 0.118, -1.554], [-1.907, -0.622, -0.572], [-0.285, -1.193, -0.430], [-0.434, -0.100, -4.334], [-0.902, 0.119, -3.530], [0.049, 0.647, -4.688], [2.988, -3.143, 2.323], [2.550, -2.660, 3.038], [3.338, -2.502, 1.699]],
  "spin_multiplicity": 1,
  "smiles": "C=C(C)C.O.O",
  "gap_ev": 10.08
}


three) {
  "formula": "C4H12O2",
  "method": "the ωB97M-V functional and the def2-TZVPD basis",
  "species": ["C", "C", "C", "C", "H", "H", "H", "H", "H", "H", "H", "H", "O", "H", "H", "O", "H", "H"],
  "coordinates": [[0.411, 2.559, 0.859], [0.211, 1.221, 0.090], [0.244, 0.066, 0.718], [0.230, -1.335, 0.191], [-0.199, 3.325, 0.466], [1.469, 2.835, 0.770], [0.275, 2.401, 1.928], [0.074, 1.240, -0.993], [0.384, 0.215, 1.746], [0.091, -1.351, -0.913], [1.237, -1.858, 0.378], [-0.444, -1.982, 0.766], [-3.673, -2.600, 0.529], [-3.606, -3.308, -0.068], [-4.363, -1.999, 0.375], [2.286, 0.063, -2.513], [2.290, -0.171, -1.587], [3.082, 0.678, -2.741]],
  "spin_multiplicity": 1,
  "smiles": "C/C=C/C.O.O",
  "gap_ev": 10.04
}


four) {
  "formula": "C4H12O2",
  "method": "the ωB97M-V functional and the def2-TZVPD basis",
  "species": ["C", "C", "O", "H", "H", "H", "H", "H", "H", "C", "C", "O", "H", "H", "H", "H", "H", "H"],
  "coordinates": [[3.300, -3.153, 0.387], [3.306, -1.661, 0.692], [1.952, -1.193, 0.403], [2.469, -3.247, -0.304], [4.248, -3.502, -0.001], [3.109, -3.804, 1.222], [3.965, -0.911, 0.284], [3.425, -1.387, 1.788], [1.435, -1.466, 1.167], [-2.810, 3.234, -0.406], [-3.299, 1.829, -0.643], [-2.825, 1.235, -1.844], [-2.517, 3.656, -1.375], [-3.481, 3.707, 0.353], [-1.869, 3.234, 0.161], [-4.471, 1.883, -0.585], [-3.091, 1.227, 0.239], [-2.847, 0.319, -1.537]],
  "spin_multiplicity": 1,
  "smiles": "CCO.CCO",
  "gap_ev": 10.82
}


Energies relative to the most stable structure, in kcal/mol: one) 34.1; two) 0.0; three) 9.0; four) 22.5.